(1)
This record from OMol25 describes a molecular structure, C33H62N5O15V at a distorted geometry. The level of theory is wB97M-V/def2-TZVPD.

The geometry in XYZ format:
```
116
Properties=species:S:1:pos:R:3
V -13.19374 26.10580 -3.01110
C -15.46726 27.56106 0.20417
C -14.65767 27.11615 -1.01881
O -15.11567 26.65099 -2.07059
O -13.38783 27.11882 -1.03179
H -16.27798 28.25398 -0.02100
H -14.91330 28.12753 0.95272
H -15.81766 26.67677 0.73646
C -12.96952 22.99389 4.87375
C -12.99134 24.42773 4.55911
O -12.39345 25.29506 5.28801
N -13.64277 24.91560 3.48562
C -14.34809 24.22397 2.45517
H -12.62869 22.66086 5.85407
H -12.18950 22.54441 4.25921
H -13.82158 22.35458 4.64272
H -13.63897 25.92297 3.41279
H -14.65665 24.81543 1.59316
H -15.20012 23.62526 2.77719
H -13.70449 23.40958 2.12252
C -12.73992 30.27810 -4.96361
C -13.80466 29.18660 -4.64040
O -13.52718 28.12063 -4.02308
N -15.09056 29.48130 -4.94065
C -16.25558 28.64122 -4.53517
H -13.19395 31.25583 -5.12487
H -12.05371 29.91237 -5.72746
H -12.10578 30.34527 -4.07962
H -15.25145 30.29046 -5.52330
H -17.01001 29.25844 -4.04733
H -15.93691 27.72206 -4.04355
H -16.79116 28.31803 -5.42780
C -18.76607 23.75341 -0.34198
C -18.26949 23.94865 0.97134
O -17.86474 23.00993 1.61408
N -18.31142 25.19761 1.40528
C -18.12120 25.57430 2.81209
H -19.64724 24.32359 -0.63614
H -18.82177 22.67427 -0.48506
H -17.91591 24.08234 -0.93958
H -18.47171 25.92373 0.72179
H -18.88729 26.27816 3.13733
H -17.16363 26.02144 3.07901
H -18.19489 24.67376 3.42176
C -11.41035 23.98999 0.24627
C -11.79304 23.69008 -1.16280
O -12.68857 24.32528 -1.65280
N -11.14104 22.67985 -1.83213
C -11.69327 21.82215 -2.90340
H -10.34933 23.74608 0.29948
H -11.98226 23.13040 0.59573
H -11.79390 24.93729 0.62525
H -10.16822 22.54301 -1.59760
H -11.41092 20.77583 -3.01998
H -11.60342 22.27038 -3.89290
H -12.77176 21.75868 -2.75866
C -18.12029 26.63643 -2.45193
C -19.23864 26.85253 -1.46527
O -18.94656 27.52142 -0.50852
N -20.40493 26.37724 -1.77963
C -21.41082 26.77618 -0.75101
H -17.39391 27.44866 -2.42425
H -18.50577 26.48146 -3.45964
H -17.46753 25.81608 -2.15356
H -20.39462 26.42534 -2.78844
H -20.97787 26.60501 0.23458
H -22.20022 26.02466 -0.73837
H -21.75239 27.79967 -0.90558
O -14.56110 27.89169 3.79048
C -13.57748 28.63402 3.74825
O -12.80770 28.89813 4.80798
C -11.63388 29.58286 4.32997
C -11.91176 30.15574 2.98198
C -12.89638 29.14658 2.51729
H -10.76594 28.94269 4.48799
H -11.37003 30.38923 5.01424
H -10.96180 30.08721 2.45192
H -12.23261 31.19610 3.03500
H -12.39036 28.39663 1.90934
H -13.58404 29.72460 1.89993
O -20.86288 28.85230 4.75591
C -19.94368 29.04958 4.04961
O -20.01918 29.00862 2.74594
C -18.90614 29.67173 2.02588
C -18.23667 30.43625 3.18890
C -18.60492 29.64729 4.44350
H -19.41366 30.28253 1.27926
H -18.29168 28.93978 1.50167
H -18.65910 31.43839 3.11565
H -17.19950 30.53292 2.86792
H -18.71087 30.19332 5.38090
H -17.84189 28.88180 4.58459
O -9.54853 32.09230 1.24478
C -10.23105 31.33508 0.45351
O -9.90397 30.01224 0.28082
C -10.88436 29.43120 -0.49147
C -11.66755 30.47910 -1.16582
C -11.48149 31.78031 -0.30226
H -11.52343 28.86137 0.18305
H -10.36853 28.78662 -1.20318
H -12.70532 30.21697 -1.37184
H -11.20412 30.83561 -2.08573
H -12.29271 31.95178 0.40528
H -11.40943 32.68933 -0.89941
O -14.62053 32.50066 1.19053
C -15.09010 32.23771 0.01685
O -15.57996 31.01778 -0.28647
C -15.92205 30.88116 -1.66894
C -15.87473 32.28815 -2.25457
C -15.05287 33.13361 -1.24926
H -16.90963 30.49450 -1.92047
H -15.11659 30.30660 -2.12635
H -16.85169 32.70811 -2.49392
H -15.35336 32.25859 -3.21132
H -15.56484 34.08062 -1.07850
H -14.01698 33.32199 -1.53128
```

LUMO (spin up / spin down)   -4.199 / -4.249 eV
DFT total energy   -99071.013 eV
Max |F|   7.0 eV/A
M   819.82 g/mol
2S+1   4
Net charge   +1
Gap between HOMO and LUMO (spin up / spin down)   6.327 / 6.277 eV

***

(2)
This record from OMol25 describes C3H5NO in the gas phase. The level of theory is wB97M-V/def2-TZVPD.

The geometry in XYZ format:
```
10
Properties=species:S:1:pos:R:3
C 0.46040 0.27623 -0.94037
C -0.01766 -0.77141 0.08442
C -0.56407 0.15097 1.13608
H 1.54868 0.25121 -1.08742
H -0.01127 0.14774 -1.91268
H 0.77503 -1.42340 0.48610
H -0.81655 -1.41278 -0.31304
H -0.98776 -0.14933 2.08603
N -0.47847 1.38508 0.85671
O 0.09166 1.54569 -0.39583
```

LUMO   0.997 eV
DFT total energy   -6727.658 eV
Max |F|   0.8 eV/A
M   71.08 g/mol
Energy relative to the best compared isomer or geometry (same formula, charge and spin)   44.2 kcal per mole
Structure (SMILES)   C1=NOCC1
Gap between HOMO and LUMO   10.376 eV

***

(3)
This record from OMol25 describes C5H9FO in the gas phase at a distorted geometry. The level of theory is wB97M-V/def2-TZVPD.

The geometry in XYZ format:
```
16
Properties=species:S:1:pos:R:3
C -1.67286 -0.39475 -1.01055
C -0.47848 -0.30686 0.12756
C -0.45822 1.04796 0.74564
C 0.54731 1.53322 -0.35848
C 0.96830 0.08226 -0.64835
H -1.94910 -1.50495 -1.30178
H -1.35346 0.16170 -2.07629
H -2.69271 -0.21341 -0.38934
H -1.52731 -1.95432 1.05309
H -1.60102 1.38242 0.96869
H 0.00936 0.84891 1.75725
H 0.00888 1.68166 -1.49055
H 1.21974 2.36343 -0.16477
H 1.29732 -0.24774 -1.66282
O -0.57798 -1.45344 1.05513
F 1.97509 -0.29569 0.19228
```

LUMO   0.733 eV
DFT total energy   -10092.219 eV
Max |F|   4.2 eV/A
M   104.12 g/mol
Energy relative to the best compared isomer or geometry (same formula, charge and spin)   82.4 kcal per mole
Structure (SMILES)   C[C@]1(O)CC[C@H]1F
Gap between HOMO and LUMO   10.777 eV

***

Q: What is the formula in the second record?
A: C3H5NO

***

Q: Among the records above, which one has the highest DFT total energy?
A: C3H5NO